{"formula": "C4H7N3", "method": "the ωB97M-V functional and the def2-TZVPD basis", "species": ["H", "N", "C", "C", "N", "N", "C", "C", "H", "H", "H", "H", "H", "H"], "xyz": [[2.907, -1.560, -0.061], [1.913, -1.538, 0.174], [1.518, -0.324, 0.141], [2.439, 0.760, -0.255], [3.159, 1.572, -0.660], [0.240, 0.134, 0.345], [-1.039, -0.551, 0.188], [-2.071, 0.499, -0.229], [0.166, 1.033, 0.798], [-0.929, -1.335, -0.567], [-1.359, -1.052, 1.109], [-2.010, 0.710, -1.301], [-1.837, 1.437, 0.287], [-3.096, 0.213, 0.032]], "atomic_forces_ev_per_a": [[-0.262, -0.211, -0.063], [-0.177, 0.507, -0.096], [-0.079, -0.179, -0.041], [0.583, 0.744, -0.236], [-0.724, -0.837, 0.535], [0.142, 0.105, 0.046], [0.082, -0.336, 0.084], [0.075, 0.109, -0.049], [0.167, 0.068, -0.312], [0.078, 0.137, 0.085], [0.156, 0.089, -0.009], [-0.043, -0.067, 0.164], [-0.255, -0.098, -0.002], [0.257, -0.033, -0.108]], "homo_ev": -9.71, "e_tot_ha": -320.855416, "gap_ev": 10.49, "de_lowest_kj_mol": 73.21, "charge": 0}



{"formula": "C27H48N3O15", "method": "the ωB97M-V functional and the def2-TZVPD basis", "species": ["C", "C", "O", "N", "H", "H", "C", "H", "H", "H", "H", "H", "H", "N", "O", "O", "O", "N", "O", "O", "O", "C", "C", "C", "O", "H", "H", "H", "H", "H", "H", "H", "H", "C", "C", "C", "O", "H", "H", "H", "H", "H", "H", "H", "H", "C", "C", "C", "O", "H", "H", "H", "H", "H", "H", "H", "H", "C", "C", "C", "O", "H", "H", "H", "H", "H", "H", "H", "H", "C", "C", "C", "O", "C", "C", "C", "O", "H", "H", "H", "H", "C", "C", "C", "O", "C", "C", "C", "O", "H", "H", "H", "H"], "xyz": [[1.357, -0.882, 1.215], [0.162, -0.656, 0.310], [0.170, -1.201, -0.830], [-1.004, 0.080, 0.884], [-1.096, 0.156, 1.772], [-0.858, 0.985, 0.508], [-2.297, -0.492, 0.436], [2.157, -1.014, 0.525], [1.437, -1.710, 2.070], [1.389, 0.025, 1.729], [-2.655, -1.343, 1.010], [-2.301, -0.448, -0.450], [-3.026, 0.372, 0.788], [-1.034, 1.829, 3.722], [-1.621, 0.737, 3.599], [-1.393, 2.576, 4.573], [-0.121, 2.167, 2.989], [-0.804, 3.108, -0.700], [0.058, 2.192, -0.745], [-0.524, 4.223, -1.142], [-1.732, 3.020, 0.137], [-5.242, 2.821, 1.345], [-4.756, 3.406, 2.656], [-5.250, 2.434, 3.783], [-3.409, 3.441, 2.574], [-5.129, 3.689, 0.608], [-6.133, 2.516, 0.975], [-4.589, 1.948, 0.983], [-5.146, 4.342, 2.873], [-6.343, 2.392, 4.076], [-4.775, 2.880, 4.707], [-4.945, 1.468, 3.692], [-2.957, 2.656, 2.624], [-5.933, 1.807, -3.874], [-5.016, 1.120, -2.732], [-3.548, 1.564, -2.933], [-5.486, 1.614, -1.480], [-5.583, 1.218, -4.738], [-5.757, 2.778, -4.038], [-6.922, 1.641, -3.630], [-5.047, -0.012, -2.730], [-3.251, 1.200, -3.955], [-2.768, 1.022, -2.329], [-3.407, 2.472, -2.908], [-6.220, 1.103, -1.338], [6.324, -0.827, 0.598], [5.434, -2.022, 0.222], [5.177, -2.820, 1.544], [4.196, -1.646, -0.287], [6.983, -0.522, -0.152], [7.086, -1.149, 1.404], [5.787, 0.164, 0.948], [5.934, -2.690, -0.594], [4.596, -2.240, 2.103], [6.062, -3.350, 1.873], [4.679, -3.817, 1.370], [4.386, -1.030, -1.017], [1.876, 2.055, 5.148], [3.322, 2.191, 5.717], [4.192, 3.116, 4.765], [3.464, 2.955, 6.928], [1.035, 2.919, 5.267], [1.378, 1.140, 5.800], [1.856, 1.482, 4.205], [3.778, 1.243, 5.884], [4.271, 2.627, 3.570], [5.177, 3.375, 5.126], [3.550, 3.939, 4.646], [3.816, 2.474, 7.588], [-0.970, -1.863, -6.408], [0.251, -1.124, -6.983], [1.066, -0.340, -6.017], [2.207, 0.022, -6.300], [0.534, -0.269, -4.697], [-0.766, -0.743, -4.244], [-1.449, -1.740, -4.980], [-2.523, -2.252, -4.698], [-1.445, -2.416, -7.115], [0.506, -1.166, -7.930], [1.076, 0.355, -4.022], [-1.193, -0.378, -3.216], [2.358, -5.982, -3.070], [2.230, -6.573, -1.619], [2.463, -5.543, -0.386], [2.313, -5.970, 0.776], [2.658, -4.127, -0.739], [2.526, -3.667, -2.161], [2.565, -4.609, -3.280], [2.767, -4.171, -4.515], [2.539, -6.708, -3.928], [2.149, -7.540, -1.413], [2.601, -3.406, 0.147], [2.520, -2.603, -2.466]], "atomic_forces_ev_per_a": [[-0.930, -1.233, 0.841], [1.014, -4.625, -2.230], [-1.211, 2.978, 4.096], [0.744, -3.649, -8.297], [0.396, 0.782, 8.869], [-0.088, 2.851, -1.061], [-2.163, 3.373, 12.781], [0.882, -0.044, -0.128], [-1.035, 1.465, -2.139], [0.846, 1.734, 1.201], [0.748, -0.342, -0.440], [-0.390, -0.476, -12.434], [1.151, -1.682, -0.801], [0.247, 0.286, -0.108], [-0.601, -2.220, -1.221], [-1.163, 2.019, 2.947], [1.593, -0.600, -2.089], [1.358, 2.324, 3.436], [-0.199, -1.625, -0.961], [-0.356, -0.214, -1.552], [-0.858, -1.290, -0.928], [3.657, 1.863, -2.812], [-2.329, -5.275, 0.260], [-0.758, 4.129, 2.591], [0.314, 4.490, 0.263], [0.736, -1.249, 0.395], [-3.871, -1.024, 0.539], [-0.364, 1.552, 0.680], [-0.504, 1.983, 0.111], [0.855, 0.421, -0.988], [-0.275, -0.857, -0.582], [1.218, -2.722, -0.571], [1.128, -3.123, 0.202], [3.088, -5.540, 0.756], [0.345, 1.520, -0.615], [-0.674, -10.830, -1.333], [2.855, 1.149, -0.572], [-0.802, 0.406, -0.270], [0.959, 3.704, -0.205], [-2.186, -0.465, 0.217], [-0.279, 1.152, -0.339], [-0.392, 0.456, 0.506], [-1.111, 0.647, 0.109], [1.239, 9.398, 0.597], [-3.037, -1.655, 1.094], [0.146, 0.832, 2.539], [1.484, -1.646, 0.507], [1.609, -4.224, -4.663], [-0.539, 1.033, -0.808], [0.772, 0.514, -1.776], [-1.450, 0.525, -0.859], [0.662, -2.293, -0.459], [-0.355, 0.982, 1.540], [-1.841, 2.201, 3.169], [0.759, 1.297, 0.917], [-0.671, 1.195, -0.419], [-0.401, -0.210, 0.324], [-2.352, -2.164, 3.045], [0.704, 2.702, -1.383], [-0.778, -3.627, -3.443], [-2.747, 2.443, -2.971], [2.620, -1.830, -0.675], [0.948, 2.259, -0.996], [0.234, 1.200, -0.091], [0.193, -0.961, -0.142], [-0.077, 1.288, 3.476], [0.108, -0.084, 0.180], [-0.382, 1.525, -0.222], [1.696, -2.757, 3.364], [7.167, 4.382, -1.143], [-6.541, -2.323, 7.810], [1.248, -1.993, -1.943], [-1.116, 0.228, 0.289], [-5.077, -0.335, 3.351], [4.636, 2.850, 2.092], [-1.703, 0.033, -3.162], [0.716, -0.087, 0.550], [-1.743, -1.806, -1.515], [1.108, -0.394, -4.588], [0.224, 0.438, 0.429], [1.145, -0.983, -2.066], [0.128, -6.091, 5.762], [1.873, 8.964, -5.496], [-1.582, -2.608, -0.107], [0.730, 1.177, -2.660], [-1.391, 2.674, -3.915], [1.028, -0.972, 5.238], [0.635, 2.946, -4.980], [-0.804, -1.646, 5.296], [-0.755, 1.156, 1.204], [-0.389, -4.010, 0.681], [0.344, -1.021, -1.732], [-0.018, -0.724, 0.637]], "homo_ev": -5.69, "e_tot_ha": -2349.705119, "gap_ev": 4.68, "de_lowest_kj_mol": 124.38, "charge": -1}



{"formula": "C34H33N2", "method": "the ωB97M-V functional and the def2-TZVPD basis", "species": ["C", "N", "C", "C", "C", "C", "C", "C", "C", "C", "C", "C", "C", "C", "C", "C", "C", "N", "C", "C", "C", "C", "C", "C", "C", "C", "C", "C", "C", "C", "C", "C", "C", "C", "C", "C", "H", "H", "H", "H", "H", "H", "H", "H", "H", "H", "H", "H", "H", "H", "H", "H", "H", "H", "H", "H", "H", "H", "H", "H", "H", "H", "H", "H", "H", "H", "H", "H", "H"], "xyz": [[5.557, -2.643, -1.586], [4.304, -2.849, -2.283], [4.341, -3.823, -3.355], [3.113, -2.314, -1.833], [3.025, -0.938, -1.495], [1.831, -0.411, -1.019], [0.751, -1.250, -0.727], [-0.482, -0.682, -0.028], [-0.219, 0.051, 1.280], [1.239, -0.034, 1.837], [1.781, 1.348, 1.644], [3.109, 1.731, 1.696], [3.441, 3.080, 1.552], [2.422, 4.022, 1.362], [1.092, 3.641, 1.215], [0.754, 2.275, 1.348], [-0.499, 1.550, 1.282], [-1.704, 2.090, 1.458], [-1.908, 3.535, 1.481], [-3.420, 3.728, 1.654], [-3.967, 2.396, 2.186], [-2.882, 1.338, 1.926], [-1.504, -1.782, 0.321], [-1.317, -2.886, 1.155], [-2.433, -3.699, 1.397], [-3.706, -3.325, 0.946], [-3.899, -2.153, 0.205], [-2.767, -1.422, -0.157], [-2.631, -0.222, -0.999], [-3.602, 0.467, -1.718], [-3.182, 1.453, -2.610], [-1.819, 1.733, -2.755], [-0.850, 1.125, -1.939], [-1.283, 0.169, -1.033], [0.789, -2.575, -1.165], [1.941, -3.102, -1.743], [5.456, -1.851, -0.839], [5.867, -3.566, -1.070], [6.339, -2.373, -2.304], [3.514, -3.651, -4.050], [5.286, -3.702, -3.898], [4.275, -4.854, -2.979], [3.878, -0.279, -1.660], [1.753, 0.659, -0.819], [-0.887, -0.374, 2.052], [1.184, -0.269, 2.921], [1.871, -0.803, 1.384], [3.871, 0.964, 1.818], [4.482, 3.394, 1.612], [2.681, 5.077, 1.329], [0.331, 4.389, 0.990], [-1.563, 3.998, 0.545], [-1.353, 4.001, 2.318], [-3.855, 3.976, 0.676], [-3.621, 4.553, 2.344], [-4.132, 2.441, 3.268], [-4.903, 2.107, 1.693], [-2.644, 0.737, 2.824], [-3.217, 0.637, 1.152], [-0.326, -3.094, 1.576], [-2.287, -4.629, 1.957], [-4.559, -3.966, 1.165], [-4.877, -1.795, -0.103], [-4.642, 0.189, -1.575], [-3.922, 1.998, -3.207], [-1.487, 2.450, -3.505], [0.205, 1.378, -2.017], [-0.084, -3.215, -1.047], [1.951, -4.149, -2.056]], "atomic_forces_ev_per_a": [[-0.137, 0.015, -0.067], [0.313, 0.238, -0.405], [-0.210, -0.094, 0.304], [-0.507, 0.118, 0.141], [-0.271, -0.272, -0.150], [0.391, -0.391, 0.220], [-0.261, 0.097, -0.197], [-0.482, -1.159, -1.818], [0.372, 0.713, 2.030], [-0.282, -0.110, 0.540], [-0.324, 0.077, -0.360], [0.199, 0.160, -0.012], [-0.412, -0.358, 0.176], [-0.112, 0.109, -0.047], [-0.056, -0.070, 0.055], [0.840, 0.280, -0.240], [-1.164, 0.572, 0.718], [2.121, -0.942, -0.036], [-0.302, 0.785, 0.177], [-0.028, 0.109, -0.294], [0.089, -0.215, 0.392], [-0.610, -0.588, -0.426], [-0.077, 0.342, 0.331], [-0.355, 0.318, -0.387], [0.302, 0.043, 0.163], [-0.111, 0.076, -0.123], [0.602, -0.122, -0.016], [0.002, -0.261, 0.333], [0.009, 0.232, -0.095], [0.313, -0.215, 0.072], [-0.023, 0.127, -0.027], [0.229, 0.172, 0.135], [-0.538, 0.056, 0.068], [-0.356, -0.374, 0.181], [0.233, 0.136, -0.044], [0.331, 0.286, 0.075], [0.042, -0.131, -0.153], [0.017, 0.159, -0.034], [-0.001, 0.038, 0.199], [0.124, -0.024, 0.100], [-0.180, -0.105, 0.054], [0.091, -0.016, -0.153], [-0.180, -0.242, -0.016], [0.199, -0.315, 0.032], [0.215, 0.117, -0.414], [0.066, 0.210, -0.474], [-0.317, 0.182, 0.025], [-0.054, 0.227, 0.107], [-0.287, -0.030, -0.040], [-0.071, -0.165, -0.164], [0.527, -0.222, 0.096], [-0.064, -0.351, 0.283], [-0.109, -0.395, -0.288], [0.008, -0.079, 0.341], [-0.035, -0.133, -0.241], [-0.169, 0.131, -0.269], [0.247, 0.142, 0.248], [0.083, 0.431, -0.411], [0.295, 0.218, 0.196], [-0.450, -0.135, -0.212], [-0.235, 0.397, -0.168], [0.208, 0.177, 0.031], [-0.016, -0.348, 0.028], [0.038, 0.153, -0.313], [0.351, -0.243, 0.169], [-0.172, -0.101, 0.186], [-0.289, 0.035, -0.163], [0.304, 0.151, -0.026], [0.082, 0.378, 0.078]], "homo_ev": -9.68, "e_tot_ha": -1424.708312, "gap_ev": 5.84, "de_lowest_kj_mol": 0.00, "charge": 1}



{"formula": "CH3NOS2", "method": "the ωB97M-V functional and the def2-TZVPD basis", "species": ["C", "N", "O", "S", "S", "H", "H", "H"], "xyz": [[0.336, 0.423, 0.062], [2.964, -1.020, -0.056], [2.749, 1.432, 0.796], [3.170, -2.074, -1.133], [2.256, 0.592, -0.286], [0.115, -0.626, 0.423], [0.133, 0.948, 0.938], [-0.022, 0.770, -0.883]], "atomic_forces_ev_per_a": [[2.568, -3.013, 0.003], [-1.067, 1.543, 0.905], [0.149, 0.028, 0.157], [0.213, -1.015, -0.879], [-0.898, -0.112, 0.318], [0.100, 0.801, -1.342], [-0.166, 1.799, 1.037], [-0.899, -0.031, -0.199]], "homo_ev": [-8.54, -9.46], "e_tot_ha": -966.146516, "multiplicity": 3, "gap_ev": [9.38, 7.56], "de_lowest_kj_mol": 51.68, "charge": 0}



Number 1 is which compound?
C4H7N3



Which of these has the lowest charge?
C27H48N3O15



Which of these has the lowest charge?
C27H48N3O15



Among the records above, which one has the lowest charge?
C27H48N3O15